C20H27InO4Si as an isolated structure, computed with ωB97M-V/def2-TZVPD.

For the HOMO energy, the calculation gives -14.49 eV. Its largest force on an atom is 0.119 eV/A. The calculation puts the frontier orbital gap at 0.308 hartree. The calculation puts the LUMO energy at -6.094 eV. The calculation puts the energy above the lowest of the compared OMol25 structures with the same formula, charge and spin at 3.24 kcal/mol.

The geometry in ORCA input format:
```
! wB97M-V def2-TZVPD RIJCOSX def2/J DEFGRID3
* xyz 2 1
In 0.3724 -0.6065 0.4033
C 2.1143 1.9932 0.2113
C 0.7563 2.6214 -0.0190
O -0.2281 1.6547 0.3851
C -1.5869 2.0101 0.0715
C -2.4175 0.7448 0.1422
O -1.7592 -0.3192 -0.5684
C -1.8080 -0.2604 -2.0010
C -0.7151 -1.1827 -2.4972
O 0.5453 -0.8324 -1.8800
C 1.2786 0.2151 -2.5421
C 2.5145 0.4777 -1.7134
O 2.1586 0.6564 -0.3283
H 2.3160 1.8822 1.2762
H 2.9026 2.6020 -0.2304
H 0.5965 2.8713 -1.0718
H 0.6563 3.5295 0.5781
H -1.6075 2.4566 -0.9259
H -1.9533 2.7467 0.7882
H -3.4142 0.9188 -0.2651
H -2.5183 0.3842 1.1671
H -1.6518 0.7641 -2.3470
H -2.7829 -0.6040 -2.3511
H -0.6205 -1.1360 -3.5817
H -0.9108 -2.2133 -2.2044
H 0.6508 1.1062 -2.6293
H 1.5631 -0.1199 -3.5410
H 3.0436 1.3554 -2.0848
H 3.1868 -0.3785 -1.7430
C 1.1452 -6.4896 1.3367
C 0.0293 -5.9152 0.7372
C -0.3357 -4.6205 1.0592
C 0.4088 -3.8843 1.9903
C 1.5331 -4.4723 2.5800
C 1.8952 -5.7713 2.2553
Si -0.0206 -2.1787 2.4982
C -1.7418 -1.5867 2.8241
C -2.8719 -2.1035 2.1796
C -4.1286 -1.5755 2.4298
C -4.2738 -0.5187 3.3222
C -3.1633 0.0059 3.9693
C -1.9040 -0.5236 3.7215
H 1.4270 -7.5039 1.0878
H -0.5563 -6.4828 0.0267
H -1.2121 -4.1925 0.5869
H 2.1211 -3.9247 3.3074
H 2.7581 -6.2236 2.7247
H 0.9391 -1.5898 3.4451
H -2.7826 -2.9359 1.4931
H -4.9986 -1.9980 1.9446
H -5.2570 -0.1152 3.5255
H -3.2796 0.8117 4.6818
H -1.0472 -0.1198 4.2498
*
```

=====

C20H27N2O2PReS2 as an isolated structure in a non-equilibrium geometry, computed with ωB97M-V/def2-TZVPD.

For the HOMO energy (spin up / spin down), the calculation gives -14.34 / -14.71 eV. Its largest force on an atom is 5.724 eV/A. The calculation puts the frontier orbital gap (spin up / spin down) at 0.199 / 0.197 hartree. The calculation puts the LUMO energy (spin up / spin down) at -8.929 / -9.360 eV.

The geometry in ORCA input format:
```
! wB97M-V def2-TZVPD RIJCOSX def2/J DEFGRID3
* xyz 2 4
C 3.2059 1.8639 -3.1178
C 3.2285 2.1980 -1.7593
C 2.1570 1.8959 -0.9144
C 1.0645 1.0925 -1.3799
C 1.0165 0.8492 -2.8025
C 2.0752 1.2098 -3.6428
C 2.2587 2.3404 0.5030
C 0.9404 2.5632 1.2771
N -0.0739 3.4165 0.7426
Re 0.0813 -0.2109 -0.1475
C -0.1230 0.0384 -3.3350
P -1.3077 -0.1580 -1.8530
H 4.0784 2.7326 -1.3083
H 1.9830 0.9252 -4.7001
H 4.0502 2.1057 -3.7691
H 0.1619 -0.9765 -3.6669
H -0.6449 0.5260 -4.1744
H 2.8373 1.6009 1.0861
H 2.8431 3.2721 0.5540
H 0.4058 1.5892 1.4813
C -2.4135 -1.5073 -2.2691
C -2.3365 1.3047 -2.3033
H 1.2039 2.9172 2.2990
C -0.0189 4.0597 -0.5391
C -0.8691 4.1332 1.7167
H 0.9058 -1.4121 -1.1087
H -0.4336 5.0766 -0.4319
H 0.9899 4.1221 -0.9726
H -0.6703 3.5428 -1.2638
H -1.0003 5.1779 1.4018
H -1.8755 3.7013 1.8166
H -0.3979 4.1036 2.7073
H -2.8431 1.1500 -3.2663
H -3.0956 1.4580 -1.5304
H -1.7396 2.2219 -2.3823
H -2.4778 -1.6658 -3.3506
H -2.0968 -2.4335 -1.7816
H -3.4066 -1.2505 -1.8861
H -1.2521 0.6364 0.6587
O 0.7347 -4.5080 -0.3392
S -0.3497 -3.8858 0.3685
O -1.6634 -3.8526 -0.2229
N 0.0860 -2.2417 0.8321
C 0.3611 -2.1404 2.1354
S 0.8562 -0.6011 2.5665
C 0.0268 -3.3142 2.9144
C -0.1594 -3.4024 4.3033
C -0.6430 -4.5903 4.8581
C -1.0116 -5.6620 4.0224
C -0.9505 -5.5175 2.6237
C -0.4071 -4.3590 2.0886
H 0.0785 -2.5312 4.9199
H -0.7176 -4.7067 5.9457
H -1.3403 -6.6142 4.4588
H -1.3111 -6.2836 1.9371
*
```

=====

C20H27N2O4 as an isolated structure in a non-equilibrium geometry, computed with ωB97M-V/def2-TZVPD.

For the HOMO energy, the calculation gives -11.27 eV. Its largest force on an atom is 18.843 eV/A. The calculation puts the frontier orbital gap at 0.324 hartree. The calculation puts the LUMO energy at -2.447 eV. The calculation puts the energy above the lowest of the compared OMol25 structures with the same formula, charge and spin at 462.84 kcal/mol.

The geometry in ORCA input format:
```
! wB97M-V def2-TZVPD RIJCOSX def2/J DEFGRID3
* xyz 1 1
C 4.4229 0.8211 -4.0955
H 3.6043 0.0616 -4.5816
H 4.1620 1.7015 -4.4174
H 5.4186 0.4074 -4.3584
O 4.1360 0.7555 -2.9436
C 4.4385 -0.1876 -2.0397
C 4.8013 -1.3404 -2.5232
C 4.8531 -2.7053 -1.5628
C 4.7216 -2.4899 -0.2000
C 4.3249 -1.1124 0.2517
C 4.3139 -0.1047 -0.4015
C 4.0063 1.2082 -0.0604
N 3.2197 1.3372 1.0134
C 2.0988 0.9271 1.6105
O 1.5999 0.7626 2.5871
C 1.2972 0.4867 0.3592
N -0.0300 -0.0527 0.9256
H -0.8301 0.3566 0.7189
C -0.2827 -1.6976 1.1116
H 0.7363 -2.0267 1.5046
C -1.4255 -2.0524 1.7523
C -2.4441 -0.9264 1.5896
C -2.7730 -0.5100 0.3229
C -3.7454 0.4935 -0.0177
C -4.7352 0.4667 1.0270
C -4.5996 0.2175 2.2419
C -3.5173 -0.5840 2.3120
H -3.3658 -1.0865 3.6391
H -5.0930 0.6080 2.9872
O -5.7430 1.7109 0.6224
C -6.6568 1.8902 1.7183
H -7.3587 2.5210 1.0697
H -7.2072 1.0996 2.0455
H -6.1893 2.5107 2.3306
O -3.8333 0.7786 -1.4607
C -4.9763 1.3902 -1.7475
H -5.9459 0.6725 -1.8420
H -4.7068 1.7208 -2.9308
H -5.0807 2.4140 -1.5061
H -2.0597 -0.8095 -0.5185
H -1.8005 -2.8061 1.5443
H -1.0584 -1.7341 2.9653
H -0.1951 -1.8900 -0.0911
H 0.2653 0.2145 1.9321
H 1.0598 1.0692 -0.3095
H 1.5785 -0.3928 -0.2001
H 3.7595 1.7995 1.9136
H 3.1135 1.9317 -0.9340
H 4.8034 1.8005 0.0104
H 4.4031 -0.9545 1.3991
H 4.7779 -3.2635 0.5410
H 5.0755 -3.6174 -1.8923
H 4.6614 -1.7902 -3.4125
*
```